# 1
ORCA calculation (wB97M-V/def2-TZVPD) on a structure of composition C36H58BrN2O7P2Ti.

XYZ file:
```
107
Properties=species:S:1:pos:R:3
Br 1.330 1.340 -1.189
Ti -0.614 -0.342 -1.231
P -2.885 1.547 0.248
P -3.340 -1.415 0.294
O -3.690 -1.508 1.828
O -3.049 1.837 1.771
O -1.887 -1.558 0.002
O -4.154 -2.520 -0.466
O -3.372 2.803 -0.526
O -2.229 -0.340 -2.290
O -1.478 1.131 -0.006
N 0.206 -2.349 -1.750
N 0.849 -1.092 0.446
C 0.756 -5.297 0.422
C 0.257 -5.136 -2.015
C -4.464 -0.967 -4.012
C 1.120 0.381 -6.766
C -6.392 -2.202 -1.343
C -0.281 0.063 -3.233
C 1.010 -4.653 1.600
C -5.722 -4.291 -0.104
C -3.493 2.772 -2.953
C -2.962 3.520 -1.754
C -3.542 -0.704 -5.208
C -0.027 -2.934 -2.912
C 1.058 -3.246 1.662
C -3.450 -2.010 -6.012
C -2.902 -2.143 2.892
C -4.714 1.298 3.415
C 0.512 -3.149 -0.683
C -1.161 -0.077 -5.798
C -5.160 3.175 1.793
C -2.554 -3.573 2.532
C 1.089 -0.864 -7.665
C -1.700 -1.277 3.201
C 2.567 0.625 -6.337
C -1.620 -0.157 -3.516
C -4.008 0.188 -0.167
C -2.128 -0.284 -4.803
C 0.017 -4.323 -3.091
C 0.824 -2.507 0.534
C 0.644 0.215 -4.246
C -5.576 -2.788 -0.211
C 0.652 1.604 -7.568
C -4.180 0.383 -6.083
C 0.191 0.172 -5.568
C 0.507 -4.554 -0.754
C -4.117 2.419 2.588
C -1.469 3.721 -1.810
H 0.684 2.505 -6.952
H -3.577 3.111 3.232
H -0.368 1.482 -7.934
H -5.885 3.586 2.496
H 2.658 1.511 -5.708
H -4.448 -2.331 -6.321
H -1.936 -3.610 1.635
H -3.616 0.544 -7.002
H -3.454 -4.166 2.378
H -5.381 -4.766 -1.024
H 1.302 -2.756 2.596
H 0.265 -6.215 -2.114
H -4.055 -1.733 -3.351
H -4.634 -0.065 -3.423
H 3.187 0.779 -7.221
H -5.222 0.570 2.779
H -4.725 3.997 1.231
H -1.248 4.379 -2.652
H 0.746 -6.379 0.370
H -1.033 -1.252 2.343
H -5.197 0.094 -6.361
H 0.813 -0.613 1.336
H 0.093 -1.049 -8.070
H -2.842 -1.893 -6.908
H -3.009 -2.805 -5.405
H -3.320 3.362 -3.854
H -1.164 -1.690 4.056
H -2.005 -0.258 3.439
H -5.701 2.522 1.106
H -5.831 -2.315 0.740
H -3.473 4.472 -1.616
H -0.165 -4.722 -4.078
H -0.937 2.785 -1.977
H -7.451 -2.385 -1.163
H -1.485 -0.142 -6.829
H 1.399 -1.752 -7.110
H -3.602 -2.123 3.727
H 1.770 -0.736 -8.509
H 1.302 1.758 -8.432
H -6.116 -2.666 -2.290
H -4.131 0.174 -1.251
H -2.951 1.830 -3.063
H -6.242 -1.125 -1.432
H -1.089 4.186 -0.902
H 1.202 -5.221 2.501
H -5.142 -4.683 0.729
H -4.230 1.333 -5.549
H -3.941 0.782 3.984
H 2.976 -0.228 -5.790
H -1.988 -4.025 3.348
H -4.563 2.582 -2.863
H 1.684 -0.752 -0.031
H -5.441 1.706 4.116
H -6.769 -4.554 0.051
H 1.688 0.379 -4.015
H -5.436 -1.306 -4.381
H -0.268 -2.286 -3.745
H -4.975 0.338 0.319
```

Values from the calculation:
* total charge: +1
* LUMO energy: -3.065 eV
* F_max: 1.36 eV/Å
* relative energy (zero: lowest compared OMol25 entry of this formula, charge and spin): 0.00 kJ/mol
* gap between HOMO and LUMO: 6.9 eV
* DFT total energy: -167327.01728 eV


# 2
ORCA calculation (wB97M-V/def2-TZVPD) on a structure of composition C36H59BN12RbSiTe.

XYZ file:
```
111
Properties=species:S:1:pos:R:3
Te 3.043 -2.728 -0.847
Rb 0.348 -0.561 0.390
Si -2.111 -1.494 -2.378
N 2.642 1.962 -3.452
N 1.179 1.946 3.198
N 0.312 -4.344 0.408
N 1.770 0.033 -2.172
N -1.447 -0.292 2.819
N -0.852 2.942 4.406
N -0.552 2.149 0.758
N -1.025 -4.553 -0.014
N -0.835 0.560 3.661
N -0.403 4.211 4.503
N 1.769 1.033 2.398
N -1.014 2.466 1.981
C 3.077 1.148 2.583
C -2.406 -0.133 -3.642
C 3.351 2.161 3.518
C -0.936 6.249 5.766
C -1.133 2.585 -1.592
C -2.143 3.933 5.894
C -3.005 -5.841 -0.370
C 1.708 2.828 -4.180
C -2.300 -2.603 2.861
C -1.402 0.214 -4.552
C 4.174 3.833 -3.805
C 4.269 -3.616 0.676
C 4.037 0.269 1.843
C 4.791 -2.135 -1.941
C -2.785 1.941 -5.492
C -2.128 3.219 1.882
C -3.598 0.596 -3.675
C 3.074 4.830 -3.426
C -1.570 -5.911 0.148
C 1.661 4.207 -3.530
C -1.115 -1.312 4.795
C -1.555 -6.389 1.604
C -0.607 -0.035 4.851
C 2.111 2.637 3.887
C -1.917 2.756 5.222
C -1.632 -1.421 3.490
C -1.402 -3.022 -3.244
C -0.765 -6.875 -0.724
C -1.590 1.234 -5.471
C -1.161 4.816 5.403
C -2.403 3.402 0.546
C 2.183 0.929 -2.781
C -3.790 1.619 -4.591
C -3.723 -1.937 -1.484
C -1.376 2.707 -0.120
C 3.968 2.500 -3.104
B -0.363 1.995 3.299
H 1.833 3.423 4.563
H 5.057 0.636 1.949
H 0.928 -4.820 -0.238
H -2.643 3.593 2.752
H -2.708 -2.324 1.888
H -4.388 0.363 -2.969
H -3.464 -6.830 -0.343
H 4.811 -4.478 0.294
H 0.724 2.360 -4.166
H -4.724 2.167 -4.603
H -0.258 1.955 -1.761
H -1.989 2.143 -2.102
H -1.592 -3.426 2.732
H 0.485 -4.726 1.337
H 3.243 5.162 -2.400
H 4.193 3.679 -4.886
H -3.569 -2.814 -0.853
H 0.116 6.424 5.993
H -0.956 3.567 -2.036
H -1.114 -2.055 5.576
H -0.113 0.495 5.650
H -2.933 2.740 -6.208
H 2.028 2.907 -5.222
H -0.715 -6.497 -1.747
H 4.041 2.633 -2.020
H -2.437 1.814 5.270
H -1.603 -3.900 0.502
H 4.311 2.488 3.880
H -1.534 6.521 6.634
H 5.150 4.227 -3.520
H 4.739 1.786 -3.404
H -3.614 -5.167 0.238
H 5.416 -3.007 -2.111
H -0.808 1.482 -6.179
H 3.153 5.711 -4.063
H -4.512 -2.175 -2.204
H -2.076 -5.683 2.256
H -3.214 3.962 0.111
H 1.231 4.093 -2.534
H -0.554 -2.749 -3.876
H -0.458 -0.323 -4.531
H 3.999 -0.752 2.230
H 0.251 -7.007 -0.348
H -3.112 -2.964 3.492
H 5.349 -1.386 -1.382
H -4.074 -1.119 -0.852
H 4.977 -2.869 1.027
H -2.049 -7.358 1.689
H 0.993 4.847 -4.108
H 3.636 -3.924 1.507
H -1.211 6.898 4.934
H -2.166 -3.478 -3.881
H 3.780 0.237 0.782
H -0.533 -6.510 1.969
H -3.007 -5.479 -1.399
H -1.245 -7.854 -0.735
H -1.067 -3.761 -2.515
H -2.905 4.133 6.629
H 4.479 -1.720 -2.897
```

Values from the calculation:
* total charge: 0
* LUMO energy (spin up / spin down): 0.168 / -0.739 eV
* F_max: 0.61 eV/Å
* relative energy (zero: lowest compared OMol25 entry of this formula, charge and spin): 1.23 kJ/mol
* gap between HOMO and LUMO (spin up / spin down): 7.3 / 7.1 eV
* spin multiplicity: 2
* DFT total energy: -72675.19750 eV